(1)
Formula: C23H19B2N4O16
Source: OMol25
Level of theory: wB97M-V/def2-TZVPD

Cartesian coordinates (Å):
N1 10.7434 15.5334 17.0831
H1 11.3798 15.2558 17.8486
H2 11.2719 15.4899 16.2027
H3 10.2807 16.4476 17.2460
H4 9.8831 14.9153 17.0098
O1 9.2344 6.5020 16.5361
C1 9.7138 7.5344 16.8968
O2 9.6676 8.6965 16.2448
B1 10.6846 9.5713 16.8176
O3 11.0016 9.0029 18.1522
C2 10.5469 7.7542 18.1809
O4 10.5845 6.9989 19.1066
O5 11.9281 9.6280 15.9950
C3 12.2892 10.8803 15.8110
O6 13.2743 11.2940 15.2721
C4 11.1599 11.7537 16.4016
O7 10.2545 10.9754 16.9412
O8 11.1022 12.9509 16.2961
O9 14.9834 9.1890 21.1328
C5 15.0600 10.2501 20.5921
O10 14.4235 11.3643 20.9401
B2 14.7497 12.4463 19.9962
O11 15.7974 11.9110 19.1337
C6 15.9275 10.6085 19.3547
O12 16.5866 9.8195 18.7504
O13 15.2054 13.6572 20.7196
C7 14.3258 14.6181 20.5454
O14 14.3569 15.7362 20.9787
C8 13.1969 14.0718 19.6358
O15 13.4940 12.8526 19.2902
O16 12.2750 14.7503 19.2539
N2 12.2958 15.4666 14.5344
C9 12.4247 16.6084 13.8603
C10 13.5619 16.9330 13.1400
C11 14.5723 15.9886 13.0032
C12 14.4560 14.8349 13.7631
C13 13.2747 14.5623 14.4337
H5 11.6673 17.3629 14.0491
H6 13.7202 17.9211 12.7240
H7 15.4489 16.1597 12.3943
H8 15.2345 14.0815 13.7698
H9 13.1411 13.6328 14.9788
N3 9.0552 17.9048 17.1740
C14 7.7599 17.7560 17.4577
C15 6.9329 18.8179 17.7786
C16 7.4348 20.1074 17.7224
C17 8.7749 20.2677 17.3998
C18 9.5459 19.1405 17.1646
H10 7.4094 16.7333 17.5370
H11 5.9127 18.6328 18.0877
H12 6.8380 20.9986 17.8631
H13 9.2152 21.2494 17.2891
H14 10.6189 19.2486 17.0399
N4 8.4450 14.0160 16.5423
C19 7.5354 13.5002 17.3629
C20 6.3487 12.9563 16.9028
C21 6.1076 12.8888 15.5370
C22 7.0798 13.3721 14.6829
C23 8.2285 13.9237 15.2419
H15 7.7423 13.3907 18.4212
H16 5.6651 12.4663 17.5837
H17 5.2230 12.3931 15.1593
H18 7.0588 13.2141 13.6131
H19 8.9744 14.3603 14.5843

Results
E_LUMO = 1.5 eV
Net charge = -1
Max |F| = 1.179 eV/Å
Frontier orbital gap = 8.446 eV
E_HOMO = -6.897 eV
DFT total energy = -64246.54112 eV

In elementary charge units, the Löwdin charges are: number 1, N, carries 0.23; number 2, H, carries 0.07; number 3, H, carries 0.06; number 4, H, carries 0.07; number 5, H, carries 0.07; number 6, O, carries 0.15; number 7, C, carries -0.39; number 8, O, carries 0.23; number 9, B, carries -0.87; number 10, O, carries 0.23; number 11, C, carries -0.39; number 12, O, carries 0.15; number 13, O, carries 0.24; number 14, C, carries -0.39; number 15, O, carries 0.14; number 16, C, carries -0.36; number 17, O, carries 0.24; number 18, O, carries 0.11; number 19, O, carries 0.15; number 20, C, carries -0.38; number 21, O, carries 0.22; number 22, B, carries -0.86; number 23, O, carries 0.24; number 24, C, carries -0.38; number 25, O, carries 0.16; number 26, O, carries 0.24; number 27, C, carries -0.40; number 28, O, carries 0.14; number 29, C, carries -0.37; number 30, O, carries 0.26; number 31, O, carries 0.10; number 32, N, carries 0.03; number 33, C, carries -0.16; number 34, C, carries -0.08; number 35, C, carries -0.07; number 36, C, carries -0.05; number 37, C, carries -0.10; number 38, H, carries 0.10; number 39, H, carries 0.10; number 40, H, carries 0.10; number 41, H, carries 0.11; number 42, H, carries 0.09; number 43, N, carries 0.03; number 44, C, carries -0.12; number 45, C, carries -0.06; number 46, C, carries -0.07; number 47, C, carries -0.07; number 48, C, carries -0.14; number 49, H, carries 0.10; number 50, H, carries 0.10; number 51, H, carries 0.11; number 52, H, carries 0.10; number 53, H, carries 0.11; number 54, N, carries 0.03; number 55, C, carries -0.12; number 56, C, carries -0.06; number 57, C, carries -0.07; number 58, C, carries -0.06; number 59, C, carries -0.13; number 60, H, carries 0.12; number 61, H, carries 0.10; number 62, H, carries 0.11; number 63, H, carries 0.10; number 64, H, carries 0.11

(2)
Formula: C23H19BrIrN4O4S
Source: OMol25
Level of theory: wB97M-V/def2-TZVPD

Cartesian coordinates (Å):
Ir1 -0.0235 -0.5547 0.4313
Br1 4.3930 3.1914 -3.9592
C1 3.6100 2.1045 -2.6274
C2 4.2826 0.9519 -2.1860
C3 3.7404 0.1575 -1.2134
C4 2.4763 0.4313 -0.6361
O1 2.0377 -0.3772 0.2830
C5 1.8129 1.6165 -1.0857
C6 0.6566 2.1242 -0.4294
N1 -0.0810 1.4302 0.3761
C7 -0.8928 1.9823 1.3952
C8 -1.4275 3.2387 1.4512
C9 -2.1309 3.6484 2.6032
C10 -2.2559 2.8283 3.6887
C11 -1.6820 1.5349 3.6700
C12 -1.7339 0.6267 4.7529
C13 -1.1404 -0.5967 4.6359
C14 -0.5086 -0.9463 3.4301
N2 -0.4458 -0.1280 2.4044
C15 -1.0146 1.1169 2.5102
C16 2.4140 2.4392 -2.0682
H1 5.2412 0.6999 -2.6198
H2 4.2609 -0.7248 -0.8661
H3 0.4544 3.1890 -0.5205
H4 -1.3269 3.9267 0.6223
H5 -2.5677 4.6374 2.6214
H6 -2.7898 3.1552 4.5710
H7 -2.2446 0.9127 5.6635
H8 -1.1594 -1.3134 5.4437
H9 -0.0556 -1.9196 3.2968
H10 1.9079 3.3485 -2.3693
O2 0.1325 -0.8810 -1.5705
N3 -0.9260 -0.3730 -2.2457
C17 -0.7020 -0.0503 -3.5364
C18 -1.7230 0.3964 -4.3265
C19 -2.9989 0.5148 -3.7658
C20 -3.1961 0.1950 -2.4458
C21 -2.1348 -0.2571 -1.6506
S1 -2.3128 -0.6917 0.0093
H11 0.3209 -0.1853 -3.8547
H12 -1.5270 0.6483 -5.3574
H13 -3.8266 0.8679 -4.3651
H14 -4.1670 0.2883 -1.9806
N4 2.0953 -4.4669 0.3305
C22 0.7563 -4.9388 -0.0146
C23 -0.2489 -3.8060 0.1365
O3 -1.4108 -3.8638 -0.0915
O4 0.3732 -2.6738 0.5967
H15 2.7247 -4.4722 -0.4598
H16 2.5176 -5.0036 1.0744
H17 1.3407 -2.9306 0.6604
H18 0.4251 -5.7531 0.6292
H19 0.6806 -5.2950 -1.0416

Results
E_LUMO = -3.5 eV
Net charge = +1
Max |F| = 0.649 eV/Å
Frontier orbital gap = 6.545 eV
E_HOMO = -10.027 eV
DFT total energy = -122022.13817 eV

In elementary charge units, the Löwdin charges are: number 1, Ir, carries 1.24; number 2, Br, carries 0.76; number 3, C, carries -0.70; number 4, C, carries -0.09; number 5, C, carries 0.01; number 6, C, carries -0.35; number 7, O, carries -0.18; number 8, C, carries -0.15; number 9, C, carries -0.02; number 10, N, carries -0.08; number 11, C, carries -0.20; number 12, C, carries 0.01; number 13, C, carries -0.04; number 14, C, carries -0.01; number 15, C, carries -0.13; number 16, C, carries 0.02; number 17, C, carries -0.02; number 18, C, carries -0.07; number 19, N, carries -0.07; number 20, C, carries -0.17; number 21, C, carries -0.09; number 22, H, carries 0.11; number 23, H, carries 0.12; number 24, H, carries 0.14; number 25, H, carries 0.12; number 26, H, carries 0.12; number 27, H, carries 0.12; number 28, H, carries 0.13; number 29, H, carries 0.12; number 30, H, carries 0.12; number 31, H, carries 0.11; number 32, O, carries -0.26; number 33, N, carries -0.17; number 34, C, carries 0.00; number 35, C, carries -0.03; number 36, C, carries -0.04; number 37, C, carries -0.07; number 38, C, carries -0.60; number 39, S, carries 0.75; number 40, H, carries 0.15; number 41, H, carries 0.12; number 42, H, carries 0.12; number 43, H, carries 0.12; number 44, N, carries 0.02; number 45, C, carries -0.12; number 46, C, carries -0.49; number 47, O, carries 0.14; number 48, O, carries -0.11; number 49, H, carries 0.10; number 50, H, carries 0.10; number 51, H, carries 0.10; number 52, H, carries 0.14; number 53, H, carries 0.14